(1)
{"formula": "C5H11NO3", "method": "ωB97M-V/def2-TZVPD", "symbols": ["C", "C", "C", "C", "O", "N", "C", "O", "O", "H", "H", "H", "H", "H", "H", "H", "H", "H", "H", "H"], "coordinates": [[-1.918, 0.315, -1.207], [-1.176, -0.489, -0.138], [-1.895, -0.420, 1.211], [0.251, 0.259, 0.076], [0.364, 1.412, 0.426], [1.215, -0.620, -0.201], [2.618, -0.205, -0.088], [2.895, 0.811, -0.989], [2.916, 0.140, 1.220], [-2.942, -0.040, -1.313], [-1.952, 1.365, -0.921], [-1.417, 0.236, -2.170], [-1.162, -1.543, -0.459], [-1.377, -1.020, 1.958], [-1.928, 0.610, 1.559], [-2.918, -0.781, 1.119], [0.492, -1.436, -0.431], [3.253, -1.052, -0.351], [2.330, 1.570, -0.771], [2.350, 0.888, 1.471]], "nbo_charge": [-0.608, -0.315, -0.608, 0.700, -0.673, -0.685, 0.511, -0.700, -0.701, 0.209, 0.226, 0.211, 0.196, 0.211, 0.226, 0.209, 0.447, 0.171, 0.485, 0.485], "e_above_lowest_kj_mol": 122.7, "multiplicity": 1}

***

(2)
{"formula": "C3H7ClN2P2", "method": "ωB97M-V/def2-TZVPD", "symbols": ["Cl", "P", "C", "P", "N", "C", "C", "N", "H", "H", "H", "H", "H", "H", "H"], "coordinates": [[-2.356, 1.040, 0.796], [-1.114, 1.183, -0.871], [-1.361, -0.607, -1.399], [-1.485, -1.743, 0.210], [-0.109, -1.489, 0.809], [1.137, -0.811, 0.463], [1.096, 0.674, 0.929], [0.478, 1.399, -0.172], [-2.334, -0.596, -1.935], [-0.469, -1.210, -1.958], [1.384, -0.853, -0.584], [1.796, -1.464, 0.823], [0.696, 0.874, 1.867], [2.160, 1.163, 1.097], [0.481, 2.442, -0.076]], "nbo_charge": [-0.360, 1.012, -1.158, 1.132, -0.934, -0.246, -0.218, -0.933, 0.252, 0.266, 0.187, 0.208, 0.200, 0.197, 0.396], "e_above_lowest_kj_mol": 46.6, "multiplicity": 1}

***

(3)
{"formula": "C23H28IrN8O5S3", "method": "ωB97M-V/def2-TZVPD", "symbols": ["Ir", "S", "C", "C", "C", "C", "N", "C", "C", "C", "S", "C", "N", "H", "H", "C", "C", "N", "C", "C", "N", "C", "C", "H", "H", "H", "H", "H", "H", "H", "H", "H", "H", "H", "H", "H", "O", "C", "N", "C", "C", "S", "O", "O", "C", "C", "N", "C", "N", "C", "C", "N", "O", "O", "C", "H", "H", "H", "H", "H", "H", "H", "H", "H", "H", "H", "H", "H"], "coordinates": [[1.067, -1.759, 2.088], [3.215, -0.624, 2.345], [3.387, 0.072, 0.770], [4.257, 1.161, 0.637], [4.509, 1.735, -0.594], [5.294, 2.908, -0.692], [5.876, 3.891, -0.762], [3.934, 1.165, -1.759], [3.065, 0.096, -1.640], [2.745, -0.441, -0.388], [1.607, -1.744, -0.345], [4.262, 1.698, -3.028], [4.550, 2.136, -4.045], [4.739, 1.559, 1.517], [2.621, -0.340, -2.523], [-3.368, -4.969, 0.387], [-2.547, -3.949, 1.206], [-1.396, -3.516, 0.440], [-0.469, -4.618, 0.270], [-1.212, -5.835, -0.326], [-2.543, -5.358, -0.785], [-2.384, -4.194, -1.695], [-1.819, -3.024, -0.856], [-4.298, -4.530, 0.024], [-3.600, -5.859, 0.971], [-2.188, -4.384, 2.139], [-3.171, -3.087, 1.449], [-0.034, -4.861, 1.239], [0.337, -4.289, -0.386], [-1.363, -6.618, 0.419], [-0.674, -6.260, -1.172], [-3.012, -6.113, -1.290], [-3.355, -3.946, -2.123], [-1.706, -4.477, -2.501], [-2.575, -2.249, -0.715], [-0.956, -2.576, -1.351], [-0.718, -4.450, 4.933], [-0.247, -3.768, 4.117], [0.169, -3.120, 3.209], [1.562, 6.807, -1.563], [1.181, 5.352, -1.391], [-0.623, 5.251, -1.162], [-0.968, 5.895, 0.074], [-1.294, 5.639, -2.359], [-0.959, 3.442, -0.900], [-1.376, 3.241, 0.545], [-1.192, 1.872, 0.968], [-0.133, 1.387, 1.643], [-0.273, 0.084, 1.874], [-1.451, -0.289, 1.338], [-2.039, 0.806, 0.749], [-3.243, 0.797, 0.011], [-3.732, -0.308, -0.154], [-3.686, 1.835, -0.421], [1.032, 2.186, 2.071], [2.642, 6.916, -1.654], [1.216, 7.379, -0.706], [1.097, 7.214, -2.457], [1.625, 4.923, -0.497], [1.427, 4.763, -2.269], [-0.046, 2.902, -1.141], [-1.753, 3.174, -1.591], [-2.425, 3.515, 0.664], [-0.782, 3.893, 1.188], [-1.801, -1.298, 1.406], [1.608, 2.518, 1.206], [1.667, 1.575, 2.707], [0.720, 3.062, 2.637]], "nbo_charge": [0.957, 0.053, -0.234, -0.122, -0.154, 0.257, -0.249, -0.136, -0.164, -0.197, -0.068, 0.256, -0.247, 0.238, 0.237, -0.254, -0.252, -0.424, -0.260, -0.255, -0.334, -0.254, -0.271, 0.234, 0.239, 0.234, 0.231, 0.246, 0.233, 0.233, 0.238, 0.449, 0.238, 0.232, 0.244, 0.243, -0.511, 0.830, -0.987, -0.628, -0.630, 2.160, -0.953, -0.922, -0.666, -0.247, -0.291, 0.451, -0.463, 0.010, 0.130, 0.530, -0.402, -0.345, -0.684, 0.239, 0.232, 0.235, 0.223, 0.240, 0.230, 0.266, 0.264, 0.255, 0.245, 0.246, 0.272, 0.254], "total_charge": 1, "e_above_lowest_kj_mol": 202.4, "multiplicity": 1}

***

(4)
{"formula": "C23H18BrN4OPtS", "method": "ωB97M-V/def2-TZVPD", "symbols": ["Pt", "Br", "C", "C", "C", "C", "O", "C", "C", "N", "C", "C", "C", "C", "C", "C", "C", "C", "N", "C", "C", "H", "H", "H", "H", "H", "H", "H", "H", "H", "H", "N", "C", "S", "N", "C", "C", "C", "C", "C", "C", "H", "H", "H", "H", "H", "H", "H", "H"], "coordinates": [[0.940, -0.984, 1.142], [-3.669, -5.938, -0.872], [-2.113, -4.918, -0.532], [-0.912, -5.268, -1.137], [0.228, -4.519, -0.915], [0.178, -3.413, -0.066], [1.252, -2.625, 0.089], [-1.023, -3.108, 0.576], [-1.015, -1.948, 1.502], [-1.489, -0.813, 1.084], [-1.677, 0.331, 1.898], [-2.948, 0.845, 1.953], [-3.254, 1.936, 2.784], [-2.277, 2.536, 3.525], [-0.944, 2.083, 3.432], [0.119, 2.687, 4.142], [1.389, 2.214, 3.995], [1.624, 1.160, 3.099], [0.660, 0.591, 2.403], [-0.638, 0.990, 2.594], [-2.179, -3.835, 0.320], [-0.877, -6.125, -1.796], [1.163, -4.768, -1.399], [-0.792, -2.116, 2.568], [-3.723, 0.369, 1.368], [-4.273, 2.293, 2.831], [-2.500, 3.372, 4.175], [-0.093, 3.522, 4.798], [2.221, 2.635, 4.541], [2.621, 0.778, 2.932], [-3.113, -3.566, 0.795], [2.764, 2.020, -0.572], [2.522, 0.727, -0.719], [3.082, -0.396, 0.502], [1.882, 0.250, -1.774], [1.410, 0.965, -2.916], [2.197, 1.920, -3.548], [1.702, 2.572, -4.668], [0.446, 2.259, -5.163], [-0.320, 1.282, -4.542], [0.157, 0.634, -3.415], [3.282, 2.323, 0.234], [2.461, 2.698, -1.255], [1.670, -0.741, -1.719], [3.209, 2.114, -3.213], [2.315, 3.310, -5.167], [0.069, 2.766, -6.041], [-1.293, 1.022, -4.935], [-0.438, -0.124, -2.918]], "nbo_charge": [0.794, 0.074, -0.122, -0.194, -0.258, 0.317, -0.720, -0.130, -0.022, -0.334, 0.073, -0.175, -0.178, -0.173, -0.101, -0.080, -0.267, 0.086, -0.469, 0.207, -0.202, 0.237, 0.234, 0.225, 0.243, 0.239, 0.233, 0.236, 0.246, 0.234, 0.229, -0.756, 0.381, -0.095, -0.575, 0.179, -0.283, -0.181, -0.193, -0.177, -0.241, 0.431, 0.425, 0.448, 0.225, 0.232, 0.233, 0.233, 0.231], "energy_ev": -116270.773, "total_charge": 1, "multiplicity": 1}

***

(5)
{"formula": "C44H105N6O5", "method": "ωB97M-V/def2-TZVPD", "symbols": ["C", "C", "C", "N", "C", "C", "C", "C", "C", "C", "H", "H", "H", "H", "H", "H", "H", "H", "H", "H", "H", "H", "H", "H", "H", "H", "H", "H", "H", "H", "C", "C", "C", "N", "C", "C", "C", "C", "C", "C", "H", "H", "H", "H", "H", "H", "H", "H", "H", "H", "H", "H", "H", "H", "H", "H", "H", "H", "H", "H", "C", "C", "C", "N", "C", "C", "C", "C", "C", "C", "H", "H", "H", "H", "H", "H", "H", "H", "H", "H", "H", "H", "H", "H", "H", "H", "H", "H", "H", "H", "C", "N", "C", "C", "C", "C", "O", "H", "H", "H", "H", "H", "H", "H", "H", "H", "H", "H", "H", "H", "H", "C", "N", "C", "C", "C", "C", "O", "H", "H", "H", "H", "H", "H", "H", "H", "H", "H", "H", "H", "H", "H", "C", "N", "C", "C", "C", "C", "O", "H", "H", "H", "H", "H", "H", "H", "H", "H", "H", "H", "H", "H", "H", "C", "C", "O", "O", "H", "H", "H"], "coordinates": [[2.292, -0.887, -6.700], [1.745, -0.175, -5.458], [0.261, -0.036, -5.637], [-0.566, 0.113, -4.300], [0.104, 1.203, -3.486], [-0.023, 2.592, -4.100], [-1.467, 2.928, -4.447], [-2.084, 1.890, -5.347], [-1.992, 0.509, -4.700], [-0.482, -1.154, -3.585], [2.146, -0.291, -7.608], [1.806, -1.809, -6.988], [3.340, -1.100, -6.588], [2.250, 0.792, -5.364], [1.968, -0.708, -4.541], [-0.256, -0.856, -6.157], [0.001, 0.870, -6.162], [1.118, 0.845, -3.345], [-0.378, 1.169, -2.507], [0.561, 2.572, -5.036], [0.458, 3.341, -3.503], [-1.531, 3.877, -4.993], [-2.033, 3.081, -3.516], [-1.614, 1.966, -6.326], [-3.126, 2.105, -5.563], [-2.309, -0.294, -5.362], [-2.489, 0.550, -3.724], [-0.905, -0.938, -2.607], [0.563, -1.429, -3.577], [-1.127, -1.824, -4.127], [3.029, 6.712, -1.004], [2.456, 6.408, 0.410], [1.016, 5.970, 0.466], [0.393, 5.728, 1.818], [0.109, 7.061, 2.526], [-0.844, 7.929, 1.788], [-2.181, 7.283, 1.593], [-2.003, 5.914, 0.921], [-0.955, 5.037, 1.593], [1.272, 4.776, 2.572], [2.579, 7.584, -1.440], [2.929, 5.848, -1.658], [4.098, 6.870, -0.897], [2.570, 7.352, 0.948], [3.023, 5.568, 0.789], [0.901, 5.049, -0.097], [0.395, 6.632, -0.115], [1.061, 7.565, 2.602], [-0.320, 6.813, 3.490], [-0.428, 8.302, 0.839], [-0.905, 8.808, 2.398], [-2.806, 7.839, 0.932], [-2.702, 7.261, 2.548], [-1.773, 6.011, -0.146], [-2.934, 5.349, 1.025], [-0.779, 4.216, 0.922], [-1.254, 4.671, 2.573], [0.792, 4.643, 3.532], [2.268, 5.148, 2.783], [1.415, 3.883, 1.978], [2.990, -1.750, -1.075], [3.641, -3.078, -1.507], [3.255, -4.157, -0.539], [3.885, -5.472, -0.799], [3.519, -5.947, -2.198], [4.053, -7.301, -2.513], [5.562, -7.322, -2.168], [5.974, -6.772, -0.856], [5.348, -5.396, -0.634], [3.313, -6.367, 0.216], [1.907, -1.668, -1.075], [3.433, -0.968, -1.684], [3.350, -1.451, -0.079], [4.722, -2.959, -1.508], [3.278, -3.310, -2.508], [2.198, -4.373, -0.693], [3.474, -3.886, 0.505], [3.967, -5.240, -2.880], [2.441, -5.789, -2.325], [3.916, -7.448, -3.590], [3.556, -8.129, -1.985], [6.068, -6.748, -2.936], [5.885, -8.351, -2.245], [7.048, -6.690, -0.735], [5.858, -7.525, -0.076], [5.706, -4.662, -1.333], [5.578, -5.045, 0.361], [2.243, -6.417, 0.044], [3.690, -6.094, 1.206], [3.640, -7.387, 0.103], [1.051, -0.597, 5.700], [-0.455, -0.680, 5.748], [-1.070, -1.228, 4.546], [-0.797, -1.715, 6.842], [-0.989, 0.604, 6.202], [-0.763, 1.716, 5.253], [-1.620, 1.577, 4.124], [1.282, -0.132, 4.745], [1.426, -1.602, 5.640], [1.424, -0.089, 6.593], [-0.830, -0.651, 3.656], [-2.144, -1.172, 4.749], [-0.767, -2.251, 4.377], [-0.433, -2.700, 6.581], [-1.872, -1.781, 6.977], [-0.313, -1.436, 7.779], [-0.410, 0.858, 7.103], [-2.036, 0.464, 6.421], [0.295, 1.899, 5.021], [-1.118, 2.578, 5.827], [-1.115, 1.533, 3.313], [-0.115, -3.029, 1.300], [-1.254, -3.815, 0.710], [-0.736, -5.146, 0.254], [-2.256, -4.081, 1.747], [-1.880, -3.009, -0.379], [-3.243, -3.567, -0.915], [-3.120, -4.943, -1.198], [0.604, -2.798, 0.519], [0.332, -3.491, 2.188], [-0.456, -2.061, 1.649], [-0.275, -5.673, 1.084], [-0.031, -4.996, -0.568], [-1.602, -5.651, -0.132], [-1.712, -4.628, 2.499], [-3.019, -4.710, 1.318], [-2.769, -3.149, 1.934], [-1.198, -2.939, -1.208], [-2.055, -2.008, 0.043], [-3.438, -3.000, -1.834], [-3.962, -3.324, -0.127], [-3.995, -5.269, -1.469], [-3.929, 0.013, 1.821], [-4.532, 1.290, 1.247], [-5.697, 0.983, 0.399], [-5.113, 2.055, 2.371], [-3.499, 2.123, 0.523], [-3.073, 1.645, -0.872], [-2.528, 0.329, -0.994], [-4.764, -0.619, 2.113], [-3.362, 0.264, 2.720], [-3.226, -0.395, 1.102], [-5.381, 0.308, -0.381], [-6.225, 1.836, -0.053], [-6.437, 0.539, 1.035], [-5.867, 1.440, 2.855], [-5.666, 2.857, 1.897], [-4.438, 2.297, 3.180], [-2.610, 2.086, 1.133], [-3.871, 3.136, 0.473], [-2.326, 2.372, -1.199], [-3.912, 1.760, -1.579], [-1.723, 0.364, -0.412], [1.241, 1.688, 0.071], [0.185, 1.054, 0.960], [-0.407, 0.012, 0.494], [-0.040, 1.576, 2.071], [0.795, 2.543, -0.435], [1.649, 0.946, -0.636], [2.039, 2.157, 0.658]], "lowdin_charge": [-0.067, -0.226, -0.094, -0.267, -0.112, -0.134, -0.178, -0.151, -0.063, 0.006, 0.101, 0.081, 0.081, 0.127, 0.084, 0.150, 0.112, 0.116, 0.109, 0.126, 0.115, 0.136, 0.107, 0.125, 0.137, 0.142, 0.127, 0.085, 0.090, 0.116, -0.057, -0.207, -0.157, -0.231, -0.077, -0.175, -0.158, -0.150, -0.114, 0.027, 0.080, 0.071, 0.089, 0.125, 0.102, 0.119, 0.121, 0.139, 0.148, 0.136, 0.137, 0.119, 0.133, 0.124, 0.108, 0.100, 0.138, 0.107, 0.112, 0.081, -0.092, -0.205, -0.171, -0.286, -0.109, -0.136, -0.166, -0.160, -0.094, 0.019, 0.049, 0.079, 0.091, 0.122, 0.114, 0.103, 0.153, 0.129, 0.143, 0.142, 0.129, 0.130, 0.134, 0.139, 0.129, 0.131, 0.146, 0.106, 0.134, 0.106, 0.047, -0.355, -0.019, 0.038, -0.135, -0.216, -0.101, 0.106, 0.106, 0.132, 0.089, 0.123, 0.097, 0.109, 0.117, 0.126, 0.159, 0.151, 0.134, 0.140, -0.013, 0.007, -0.351, 0.030, 0.023, -0.092, -0.198, -0.050, 0.085, 0.119, 0.068, 0.119, 0.103, 0.091, 0.122, 0.112, 0.110, 0.122, 0.107, 0.136, 0.121, 0.138, 0.046, -0.340, 0.007, 0.008, -0.075, -0.215, -0.120, 0.118, 0.091, 0.073, 0.110, 0.140, 0.110, 0.120, 0.121, 0.114, 0.117, 0.133, 0.112, 0.132, 0.014, 0.007, -0.649, -0.099, -0.031, 0.065, 0.070, 0.083], "energy_ev": -66461.691, "total_charge": 5, "multiplicity": 1}

***

(6)
{"formula": "C13H43N3O7", "method": "ωB97M-V/def2-TZVPD", "symbols": ["C", "O", "C", "C", "C", "N", "H", "H", "H", "H", "H", "H", "H", "H", "H", "H", "H", "C", "O", "C", "C", "C", "N", "H", "H", "H", "H", "H", "H", "H", "H", "H", "H", "H", "C", "O", "C", "C", "C", "N", "H", "H", "H", "H", "H", "H", "H", "H", "H", "H", "H", "C", "O", "H", "H", "H", "H", "O", "H", "H", "O", "H", "H", "O", "H", "H"], "coordinates": [[1.802, 3.913, -0.365], [0.446, 3.869, -0.488], [-0.167, 3.607, 0.788], [-1.652, 3.631, 0.620], [-2.380, 3.306, 1.905], [-1.975, 2.583, -0.418], [2.263, 2.945, -0.003], [2.118, 4.743, 0.266], [2.198, 4.168, -1.353], [0.101, 2.605, 1.227], [0.150, 4.355, 1.498], [-1.904, 4.648, 0.311], [-1.969, 3.745, 2.795], [-2.358, 2.236, 2.118], [-3.441, 3.549, 1.855], [-1.839, 2.968, -1.337], [-2.948, 2.278, -0.376], [0.614, 1.356, 6.287], [0.706, 1.104, 4.881], [-0.449, 1.089, 4.171], [-1.342, -0.142, 4.289], [-0.351, -1.350, 4.208], [-2.381, -0.058, 3.283], [1.664, 1.635, 6.546], [0.252, 0.483, 6.859], [-0.028, 2.199, 6.561], [-0.947, 2.040, 4.402], [-0.135, 1.152, 3.099], [-1.865, -0.107, 5.251], [0.439, -1.175, 4.944], [0.109, -1.463, 3.206], [-0.836, -2.293, 4.478], [-1.941, -0.204, 2.358], [-2.852, -0.950, 3.347], [-0.563, -0.564, -3.268], [0.431, -1.509, -3.691], [0.676, -1.647, -5.088], [1.374, -3.046, -5.232], [1.816, -3.205, -6.676], [0.690, -4.193, -4.776], [-0.369, 0.441, -3.659], [-0.521, -0.536, -2.177], [-1.552, -0.874, -3.603], [-0.318, -1.659, -5.609], [1.257, -0.761, -5.463], [2.253, -2.918, -4.609], [0.919, -3.199, -7.259], [2.368, -4.133, -6.865], [2.413, -2.345, -6.919], [0.411, -4.102, -3.811], [-0.105, -4.377, -5.368], [0.739, 0.080, 0.292], [-0.673, -0.175, 0.146], [1.187, 0.352, -0.682], [0.937, 0.909, 0.987], [1.230, -0.796, 0.699], [-1.151, 0.638, -0.045], [1.534, -3.915, 0.585], [0.567, -3.864, 0.538], [1.782, -3.208, -0.035], [-1.057, -2.762, 0.162], [-1.723, -3.138, -0.433], [-0.995, -1.811, 0.000], [2.354, -1.852, -1.486], [3.215, -2.271, -1.612], [1.774, -2.028, -2.254]], "nbo_charge": [-0.242, -0.541, -0.068, -0.073, -0.637, -0.869, 0.165, 0.160, 0.190, 0.168, 0.174, 0.181, 0.219, 0.235, 0.216, 0.375, 0.366, -0.262, -0.542, -0.044, -0.086, -0.641, -0.829, 0.199, 0.172, 0.169, 0.159, 0.166, 0.180, 0.221, 0.218, 0.207, 0.358, 0.355, -0.253, -0.591, -0.073, -0.057, -0.609, -0.820, 0.170, 0.214, 0.168, 0.157, 0.177, 0.175, 0.194, 0.225, 0.209, 0.373, 0.350, -0.255, -0.800, 0.182, 0.162, 0.209, 0.516, -0.984, 0.489, 0.478, -0.992, 0.468, 0.502, -0.981, 0.479, 0.502], "e_above_lowest_kj_mol": 0.0, "multiplicity": 1}